# 1
ORCA calculation (ωB97M-V with the def2-TZVPD basis set) on a 2-piece molecular cluster, H4SSi overall in a non-equilibrium geometry.

Calculated values
- max |F| (eV/A) = 1.1
- orbital gap (spin up / spin down) (eV) = 8.40 / 5.32
- energy above the lowest of the compared OMol25 structures with the same formula, charge and spin (eV) = 3.9803

The geometry in ORCA input format:
```
! wB97M-V def2-TZVPD RIJCOSX def2/J DEFGRID3
* xyz 0 1
Si 1.305 -0.050 0.172
S -2.272 0.364 0.008
H 2.469 -0.733 -0.396
H 0.881 1.072 -0.636
H 0.773 -0.286 1.487
H -3.157 -0.366 -0.635
*
```

# 2
ORCA calculation (ωB97M-V with the def2-TZVPD basis set) on C59H57CsIN3O8P2 as an isolated structure in a non-equilibrium geometry.

Calculated values
- max |F| (eV/A) = 2.3
- orbital gap (eV) = 8.18
- energy above the lowest of the compared OMol25 structures with the same formula, charge and spin (eV) = 0.0000

The geometry in ORCA input format:
```
! wB97M-V def2-TZVPD RIJCOSX def2/J DEFGRID3
* xyz 0 1
Cs -0.992 -0.217 0.808
O -2.308 2.697 0.626
C -1.500 3.836 0.655
C -1.151 4.192 2.110
C -0.371 3.088 2.813
C 1.029 2.881 2.309
C 2.004 3.892 2.477
C 3.295 3.568 2.053
C 3.594 2.325 1.561
C 2.539 1.442 1.383
N 1.291 1.742 1.700
H -2.197 2.193 -0.219
H -1.981 4.694 0.181
H -0.590 3.694 0.077
H -2.089 4.421 2.654
H -0.528 5.093 2.054
H -0.913 2.139 2.755
H -0.283 3.358 3.875
H 1.728 4.836 2.924
H 4.071 4.265 2.162
H 4.556 1.993 1.307
H 2.686 0.477 0.868
O -3.374 1.155 -3.396
C -3.039 1.150 -2.221
O -1.902 1.419 -1.732
C -4.135 0.886 -1.188
C -5.139 1.903 -1.161
C -6.204 1.744 -0.301
C -6.247 0.587 0.532
C -7.384 0.319 1.384
C -7.358 -0.743 2.215
C -6.177 -1.522 2.306
C -5.130 -1.333 1.469
C -5.155 -0.279 0.519
N -4.104 -0.105 -0.322
H -5.063 2.712 -1.862
H -7.006 2.472 -0.274
H -8.283 0.951 1.276
H -8.255 -0.926 2.797
H -6.173 -2.370 2.991
H -4.284 -2.016 1.435
O 3.279 -0.831 -1.247
C 3.592 -2.074 -1.710
C 4.528 -2.297 -2.695
C 4.764 -3.631 -3.109
C 4.101 -4.688 -2.551
C 3.175 -4.416 -1.571
C 2.903 -3.129 -1.115
P 1.631 -2.662 0.167
C 2.609 -2.352 1.636
C 1.886 -1.951 2.749
C 2.530 -1.374 3.831
C 3.897 -1.246 3.813
C 4.642 -1.629 2.687
C 3.987 -2.191 1.612
C 0.952 -4.288 0.498
C -0.035 -4.756 -0.374
C -0.499 -6.027 -0.249
C -0.031 -6.894 0.738
C 0.871 -6.396 1.661
C 1.351 -5.115 1.536
C 4.104 0.245 -1.423
C 5.480 0.171 -1.275
C 6.231 1.338 -1.453
C 5.602 2.536 -1.761
C 4.231 2.559 -1.963
C 3.439 1.445 -1.743
P 1.616 1.423 -1.963
C 1.207 3.193 -2.056
C 1.632 4.181 -1.133
C 1.101 5.459 -1.173
C 0.236 5.814 -2.186
C -0.177 4.889 -3.113
C 0.297 3.593 -3.077
C 1.668 0.931 -3.729
C 1.301 -0.410 -3.966
C 1.391 -0.895 -5.245
C 1.796 -0.111 -6.303
C 2.219 1.200 -6.091
C 2.106 1.726 -4.802
H 5.167 -1.544 -3.098
H 5.477 -3.778 -3.956
H 4.237 -5.736 -2.914
H 2.544 -5.248 -1.230
H 0.833 -2.124 2.696
H 1.980 -1.169 4.729
H 4.434 -0.845 4.667
H 5.707 -1.497 2.619
H 4.526 -2.493 0.666
H -0.471 -4.101 -1.134
H -1.299 -6.434 -0.874
H -0.455 -7.871 0.871
H 1.230 -7.055 2.415
H 2.086 -4.806 2.255
H 6.059 -0.706 -1.026
H 7.282 1.224 -1.471
H 6.152 3.478 -1.881
H 3.780 3.573 -2.132
H 2.306 3.893 -0.314
H 1.473 6.176 -0.426
H -0.115 6.841 -2.252
H -0.870 5.150 -3.900
H -0.073 2.812 -3.714
H 0.906 -0.983 -3.123
H 1.112 -1.909 -5.482
H 1.851 -0.554 -7.283
H 2.510 1.791 -6.931
H 2.415 2.718 -4.585
O -1.863 -1.485 -3.736
H -2.238 -0.596 -3.897
H -1.242 -1.595 -4.469
O -3.172 -2.578 -1.462
H -2.763 -2.473 -2.296
H -3.622 -1.737 -1.351
O -3.002 -4.387 0.881
H -3.085 -3.755 0.161
H -2.201 -4.848 0.643
O -1.329 -2.654 3.110
H -1.972 -3.268 2.686
H -1.879 -2.007 3.589
I -4.840 0.001 7.546
C -4.293 0.451 5.633
C -5.109 1.234 4.856
C -4.696 1.573 3.557
C -3.529 1.003 3.087
N -2.773 0.147 3.799
C -3.153 -0.106 5.079
H -6.078 1.617 5.263
H -5.298 2.201 2.859
H -3.191 1.289 2.131
H -2.543 -0.785 5.684
*
```